The following is a DFT calculation (ωB97M-V/def2-TZVPD) of C31H17Cl5N4O5Ti as an isolated structure in a non-equilibrium geometry.

Cartesian coordinates (Å):
1 Ti 0.21 -0.39 -0.26
2 O -0.54 -2.12 -3.96
3 C -0.49 -1.59 -2.84
4 N 0.52 -1.07 -2.16
5 C 1.88 -1.18 -2.51
6 C 2.37 -1.75 -3.68
7 C 3.74 -1.81 -3.91
8 C 4.63 -1.30 -2.98
9 C 4.15 -0.74 -1.80
10 C 2.79 -0.68 -1.54
11 N 2.23 -0.04 -0.41
12 C 2.92 0.09 0.73
13 O 3.93 -0.53 1.08
14 C 2.41 1.14 1.70
15 C 2.72 0.99 3.05
16 C 2.31 1.95 3.95
17 C 1.63 3.06 3.47
18 C 1.38 3.13 2.11
19 N 1.76 2.20 1.24
20 C -1.79 -1.51 -2.04
21 C -2.97 -2.00 -2.57
22 C -4.13 -1.91 -1.81
23 C -4.07 -1.34 -0.56
24 C -2.84 -0.90 -0.10
25 N -1.73 -1.00 -0.82
26 H 1.67 -2.13 -4.40
27 H 4.11 -2.26 -4.83
28 H 5.70 -1.35 -3.15
29 H 4.84 -0.35 -1.06
30 H 3.26 0.10 3.36
31 H 2.52 1.85 5.01
32 H 1.28 3.84 4.13
33 H 0.84 3.98 1.69
34 H -2.94 -2.44 -3.56
35 H -5.07 -2.29 -2.20
36 H -4.94 -1.24 0.06
37 H -2.72 -0.46 0.89
38 Cl -2.55 -4.17 5.39
39 C -1.84 -3.01 4.25
40 C -1.96 -1.65 4.54
41 C -1.39 -0.76 3.63
42 Cl -1.49 0.95 4.01
43 C -0.75 -1.15 2.46
44 O -0.26 -0.26 1.60
45 C -0.63 -2.57 2.19
46 C 0.04 -3.04 1.07
47 O 0.59 -2.26 0.15
48 C -1.21 -3.48 3.14
49 H -2.46 -1.29 5.43
50 H 0.12 -4.12 0.93
51 H -1.13 -4.55 2.96
52 Cl -2.55 6.33 -2.88
53 C -1.90 4.82 -2.26
54 C -2.29 4.38 -1.01
55 C -1.78 3.19 -0.52
56 Cl -2.29 2.64 1.04
57 C -0.86 2.40 -1.24
58 O -0.36 1.31 -0.80
59 C -0.51 2.90 -2.51
60 Cl 0.62 2.00 -3.47
61 C -1.02 4.09 -3.02
62 H -2.99 4.95 -0.41
63 H -0.71 4.43 -4.00

* multiplicity: 1
* total charge: -2
* HOMO energy (spin up / spin down): 0.0177 / 0.0178 Ha

Results of the Löwdin charge analysis, in e, for atoms 1 through 5:
1. Ti 1.059
2. O 0.002
3. C -0.458
4. N -0.006
5. C -0.197

The following is a DFT calculation (ωB97M-V/def2-TZVPD) of C24H58P2Si4TeZn as an isolated structure in a non-equilibrium geometry.

Cartesian coordinates (Å):
1 P 0.54 5.17 0.78
2 P 0.25 3.83 -2.96
3 C 0.81 5.65 -0.93
4 C -0.24 5.25 -1.95
5 H 2.05 5.13 -1.19
6 H 1.04 6.71 -1.03
7 H -1.25 5.04 -1.55
8 H -0.35 6.08 -2.67
9 C 0.61 4.48 -4.63
10 H 0.68 3.63 -5.33
11 H 1.56 5.03 -4.68
12 H -0.20 5.15 -4.97
13 C -1.12 2.66 -3.12
14 H -1.67 2.90 -4.04
15 H -1.83 2.73 -2.28
16 H -0.76 1.63 -3.17
17 C 1.78 6.23 1.62
18 H 1.86 5.94 2.66
19 H 1.49 7.30 1.56
20 H 2.77 6.11 1.15
21 C -1.09 5.63 1.38
22 H -1.85 5.49 0.61
23 H -1.08 6.70 1.66
24 H -1.36 5.05 2.27
25 Zn -2.31 1.71 -0.01
26 C 1.97 3.29 -2.36
27 C 2.87 4.40 -1.77
28 C 4.04 3.97 -0.91
29 C 3.88 2.99 0.30
30 C 2.78 3.07 1.23
31 C 1.42 3.47 0.97
32 C 0.79 2.55 -0.15
33 C 1.60 2.18 -1.41
34 C -1.84 0.89 1.80
35 H 2.51 2.90 -3.25
36 H 3.27 5.05 -2.55
37 H 4.55 4.87 -0.52
38 H 4.79 3.50 -1.59
39 H 3.98 1.97 -0.12
40 H 4.79 3.10 0.94
41 H 2.92 2.61 2.21
42 H 0.86 3.29 1.93
43 H -0.20 2.93 -0.45
44 H 0.56 1.58 0.36
45 H 2.48 1.57 -1.14
46 H 0.97 1.47 -1.98
47 H -2.73 1.10 2.45
48 H -0.96 1.40 2.16
49 H -1.66 -0.19 1.78
50 C -4.31 -3.34 0.26
51 Si -2.94 -4.50 -0.29
52 C -3.23 -6.22 0.44
53 C -2.87 -4.65 -2.16
54 Si -0.93 -3.49 0.40
55 Te -1.28 -1.33 -0.75
56 Si -0.93 -3.56 2.75
57 C -0.91 -5.30 3.47
58 C 0.65 -2.68 3.26
59 C -2.46 -2.69 3.42
60 Si 0.70 -5.09 -0.18
61 C 0.41 -6.80 0.57
62 C 0.72 -5.29 -2.05
63 C 2.38 -4.50 0.40
64 H -5.21 -3.64 -0.29
65 H -4.10 -2.29 0.03
66 H -4.52 -3.43 1.33
67 H -4.27 -6.48 0.20
68 H -2.58 -6.98 -0.01
69 H -3.12 -6.26 1.53
70 H -2.46 -3.75 -2.64
71 H -2.28 -5.51 -2.49
72 H -3.90 -4.78 -2.52
73 H 0.07 -5.79 3.36
74 H -1.11 -5.21 4.55
75 H -1.67 -5.97 3.05
76 H 0.84 -1.78 2.65
77 H 0.54 -2.36 4.31
78 H 1.53 -3.33 3.19
79 H -2.68 -1.73 2.92
80 H -3.35 -3.32 3.34
81 H -2.28 -2.48 4.48
82 H -0.62 -7.15 0.49
83 H 1.05 -7.50 0.01
84 H 0.72 -6.85 1.62
85 H 0.57 -4.33 -2.56
86 H 1.71 -5.68 -2.34
87 H -0.05 -6.00 -2.40
88 H 2.50 -3.41 0.31
89 H 2.57 -4.77 1.45
90 H 3.15 -4.98 -0.22

* multiplicity: 1
* HOMO energy (spin up / spin down): -0.2030 / -0.2040 Ha

Results of the Löwdin charge analysis, in e, for atoms 1 through 5:
1. P 0.938
2. P 0.988
3. C -0.427
4. C -0.340
5. H -0.002

The following is a DFT calculation (ωB97M-V/def2-TZVPD) of a 2-piece molecular cluster, H4O2 overall in a non-equilibrium geometry.

Cartesian coordinates (Å):
1 O 1.54 -0.19 -0.27
2 H 1.97 0.58 0.06
3 H 1.17 -0.79 0.44
4 O -1.40 -0.22 -0.22
5 H -2.33 -0.02 -0.02
6 H -0.94 0.63 0.01

* SMILES: O.O
* multiplicity: 1
* HOMO energy: -0.4197 Ha

Results of the Löwdin charge analysis, in e, for atoms 1 through 5:
1. O -0.073
2. H 0.011
3. H 0.072
4. O -0.094
5. H 0.032

The following is a DFT calculation (ωB97M-V/def2-TZVPD) of C8H12BO5SSn as an isolated structure in a non-equilibrium geometry.

Cartesian coordinates (Å):
1 Sn -2.63 0.01 0.17
2 B -2.66 -2.21 1.22
3 H -3.18 -1.49 1.85
4 H -1.60 -2.01 1.21
5 H -2.79 -3.23 1.55
6 H -3.02 -2.05 0.22
7 C 1.28 -0.24 1.79
8 C 2.37 -0.84 1.23
9 C 2.33 -1.62 -0.10
10 O 3.34 -2.24 -0.64
11 C 1.10 -1.84 -0.70
12 C -0.13 -1.20 -0.24
13 C 0.00 -0.41 1.20
14 O -1.06 -0.04 1.73
15 O -1.23 -1.28 -0.82
16 O 3.57 -0.57 1.81
17 H 1.38 0.61 2.45
18 H 1.02 -2.32 -1.66
19 C 1.30 1.61 -0.65
20 S -0.35 1.35 -1.51
21 O -1.41 1.43 -0.40
22 C -0.54 3.13 -2.02
23 H 1.02 2.30 0.15
24 H 2.00 2.18 -1.26
25 H 1.79 0.69 -0.33
26 H -0.53 3.55 -1.02
27 H -1.53 3.27 -2.46
28 H 0.19 3.45 -2.77

* multiplicity: 1
* total charge: -1
* HOMO energy: -0.1688 Ha

Results of the Löwdin charge analysis, in e, for atoms 1 through 5:
1. Sn 1.228
2. B -0.472
3. H -0.064
4. H -0.052
5. H -0.021

Please write out number 2 again, unchanged.
The following is a DFT calculation (ωB97M-V/def2-TZVPD) of C24H58P2Si4TeZn as an isolated structure in a non-equilibrium geometry.

Cartesian coordinates (Å):
1 P 0.54 5.17 0.78
2 P 0.25 3.83 -2.96
3 C 0.81 5.65 -0.93
4 C -0.24 5.25 -1.95
5 H 2.05 5.13 -1.19
6 H 1.04 6.71 -1.03
7 H -1.25 5.04 -1.55
8 H -0.35 6.08 -2.67
9 C 0.61 4.48 -4.63
10 H 0.68 3.63 -5.33
11 H 1.56 5.03 -4.68
12 H -0.20 5.15 -4.97
13 C -1.12 2.66 -3.12
14 H -1.67 2.90 -4.04
15 H -1.83 2.73 -2.28
16 H -0.76 1.63 -3.17
17 C 1.78 6.23 1.62
18 H 1.86 5.94 2.66
19 H 1.49 7.30 1.56
20 H 2.77 6.11 1.15
21 C -1.09 5.63 1.38
22 H -1.85 5.49 0.61
23 H -1.08 6.70 1.66
24 H -1.36 5.05 2.27
25 Zn -2.31 1.71 -0.01
26 C 1.97 3.29 -2.36
27 C 2.87 4.40 -1.77
28 C 4.04 3.97 -0.91
29 C 3.88 2.99 0.30
30 C 2.78 3.07 1.23
31 C 1.42 3.47 0.97
32 C 0.79 2.55 -0.15
33 C 1.60 2.18 -1.41
34 C -1.84 0.89 1.80
35 H 2.51 2.90 -3.25
36 H 3.27 5.05 -2.55
37 H 4.55 4.87 -0.52
38 H 4.79 3.50 -1.59
39 H 3.98 1.97 -0.12
40 H 4.79 3.10 0.94
41 H 2.92 2.61 2.21
42 H 0.86 3.29 1.93
43 H -0.20 2.93 -0.45
44 H 0.56 1.58 0.36
45 H 2.48 1.57 -1.14
46 H 0.97 1.47 -1.98
47 H -2.73 1.10 2.45
48 H -0.96 1.40 2.16
49 H -1.66 -0.19 1.78
50 C -4.31 -3.34 0.26
51 Si -2.94 -4.50 -0.29
52 C -3.23 -6.22 0.44
53 C -2.87 -4.65 -2.16
54 Si -0.93 -3.49 0.40
55 Te -1.28 -1.33 -0.75
56 Si -0.93 -3.56 2.75
57 C -0.91 -5.30 3.47
58 C 0.65 -2.68 3.26
59 C -2.46 -2.69 3.42
60 Si 0.70 -5.09 -0.18
61 C 0.41 -6.80 0.57
62 C 0.72 -5.29 -2.05
63 C 2.38 -4.50 0.40
64 H -5.21 -3.64 -0.29
65 H -4.10 -2.29 0.03
66 H -4.52 -3.43 1.33
67 H -4.27 -6.48 0.20
68 H -2.58 -6.98 -0.01
69 H -3.12 -6.26 1.53
70 H -2.46 -3.75 -2.64
71 H -2.28 -5.51 -2.49
72 H -3.90 -4.78 -2.52
73 H 0.07 -5.79 3.36
74 H -1.11 -5.21 4.55
75 H -1.67 -5.97 3.05
76 H 0.84 -1.78 2.65
77 H 0.54 -2.36 4.31
78 H 1.53 -3.33 3.19
79 H -2.68 -1.73 2.92
80 H -3.35 -3.32 3.34
81 H -2.28 -2.48 4.48
82 H -0.62 -7.15 0.49
83 H 1.05 -7.50 0.01
84 H 0.72 -6.85 1.62
85 H 0.57 -4.33 -2.56
86 H 1.71 -5.68 -2.34
87 H -0.05 -6.00 -2.40
88 H 2.50 -3.41 0.31
89 H 2.57 -4.77 1.45
90 H 3.15 -4.98 -0.22

* multiplicity: 1
* HOMO energy (spin up / spin down): -0.2030 / -0.2040 Ha

Results of the Löwdin charge analysis, in e, for atoms 1 through 5:
1. P 0.938
2. P 0.988
3. C -0.427
4. C -0.340
5. H -0.002

Question: What is the multiplicity in the first record?
Answer: 1